Entry 1:
{
  "formula": "C8H21O9S",
  "method": "ωB97M-V with the def2-TZVPD basis set",
  "largest_force_ev_per_a": 0.59,
  "multiplicity": 1,
  "lumo_energy_ev": 2.19,
  "orbital_gap_ha": 0.280,
  "total_charge": -1,
  "elements": ["O", "S", "O", "O", "C", "C", "C", "C", "C", "C", "C", "C", "H", "H", "H", "H", "H", "H", "H", "H", "H", "O", "H", "H", "O", "H", "H", "O", "H", "H", "O", "H", "H", "O", "H", "H", "O", "H", "H"],
  "positions_angstrom": [[2.723, -0.183, -2.669], [3.128, 0.108, -1.298], [3.513, -1.106, -0.558], [4.114, 1.170, -1.179], [1.670, 0.700, -0.423], [0.535, 1.158, -1.361], [-0.708, 0.329, -1.158], [-0.762, -0.935, -1.746], [-1.871, -1.748, -1.558], [-2.938, -1.290, -0.795], [-2.895, -0.030, -0.221], [-1.776, 0.779, -0.387], [1.936, 1.498, 0.260], [1.323, -0.128, 0.195], [0.858, 1.024, -2.392], [0.294, 2.212, -1.209], [0.096, -1.267, -2.323], [-1.890, -2.737, -2.001], [-3.802, -1.927, -0.644], [-3.725, 0.353, 0.363], [-1.704, 1.760, 0.063], [4.264, -4.029, -1.291], [3.852, -3.179, -1.080], [5.090, -3.768, -1.707], [-0.439, -1.108, 1.733], [-0.525, -2.036, 1.493], [-1.192, -0.931, 2.305], [4.835, -2.030, 1.910], [4.276, -2.663, 1.448], [4.856, -1.301, 1.273], [-3.952, 2.926, -0.062], [-3.681, 3.844, -0.165], [-4.128, 2.620, -0.958], [1.232, 1.692, 2.437], [2.006, 2.080, 2.856], [1.077, 0.865, 2.904], [-5.052, 2.614, 2.944], [-5.746, 1.951, 3.004], [-4.892, 2.713, 1.996]],
  "atomic_forces_ev_per_a": [[-0.1, -0.1, 0.0], [0.3, -0.1, 0.1], [0.1, -0.3, 0.1], [0.1, 0.2, 0.0], [-0.5, -0.1, -0.2], [-0.2, -0.1, 0.1], [0.1, 0.1, -0.2], [-0.1, 0.0, 0.2], [0.2, 0.1, 0.0], [-0.2, -0.2, 0.0], [0.1, 0.3, 0.1], [0.2, -0.3, -0.4], [0.3, -0.1, -0.1], [0.1, 0.0, -0.1], [0.1, 0.1, 0.0], [0.1, 0.0, 0.1], [-0.1, 0.0, 0.0], [-0.1, 0.0, 0.0], [0.0, 0.0, 0.0], [0.0, -0.1, 0.0], [-0.1, 0.0, 0.1], [0.0, -0.1, 0.1], [-0.1, 0.3, 0.0], [0.0, 0.0, 0.0], [0.1, -0.1, 0.4], [0.0, 0.0, -0.1], [-0.1, 0.0, -0.1], [0.1, 0.0, 0.0], [0.0, 0.0, 0.0], [-0.2, 0.0, -0.1], [-0.3, 0.3, 0.1], [0.0, 0.0, 0.0], [0.1, -0.1, 0.0], [-0.2, 0.2, 0.4], [0.0, -0.1, 0.0], [0.0, -0.1, -0.2], [-0.1, 0.0, -0.1], [0.0, 0.0, 0.0], [0.1, 0.0, 0.0]],
  "lowdin_charge": [-0.38, 0.41, -0.40, -0.38, -0.23, -0.17, -0.23, -0.03, -0.10, -0.12, -0.12, -0.06, 0.07, 0.07, 0.10, 0.11, 0.12, 0.10, 0.09, 0.09, 0.10, -0.08, -0.01, 0.03, -0.03, 0.05, 0.04, -0.09, 0.01, 0.01, -0.05, 0.05, 0.05, -0.05, 0.04, 0.03, -0.07, 0.03, 0.00]
}

---

Entry 2:
{
  "formula": "C42H102N6O18",
  "method": "ωB97M-V with the def2-TZVPD basis set",
  "largest_force_ev_per_a": 4.32,
  "multiplicity": 1,
  "lumo_energy_ev": 0.07,
  "orbital_gap_ha": 0.335,
  "smiles": "CNC(C)=O.CNC(C)=O.CNC(C)=O.CNC(C)=O.CNC(C)=O.CNC(C)=O.COCCOC.COCCOC.COCCOC.COCCOC.COCCOC.COCCOC",
  "elements": ["C", "N", "C", "C", "O", "H", "H", "H", "H", "H", "H", "H", "C", "N", "C", "C", "O", "H", "H", "H", "H", "H", "H", "H", "C", "N", "C", "C", "O", "H", "H", "H", "H", "H", "H", "H", "C", "N", "C", "C", "O", "H", "H", "H", "H", "H", "H", "H", "C", "N", "C", "C", "O", "H", "H", "H", "H", "H", "H", "H", "C", "N", "C", "C", "O", "H", "H", "H", "H", "H", "H", "H", "C", "O", "C", "C", "O", "C", "H", "H", "H", "H", "H", "H", "H", "H", "H", "H", "C", "O", "C", "C", "O", "C", "H", "H", "H", "H", "H", "H", "H", "H", "H", "H", "C", "O", "C", "C", "O", "C", "H", "H", "H", "H", "H", "H", "H", "H", "H", "H", "C", "O", "C", "C", "O", "C", "H", "H", "H", "H", "H", "H", "H", "H", "H", "H", "C", "O", "C", "C", "O", "C", "H", "H", "H", "H", "H", "H", "H", "H", "H", "H", "C", "O", "C", "C", "O", "C", "H", "H", "H", "H", "H", "H", "H", "H", "H", "H"],
  "positions_angstrom": [[-1.571, -7.423, -6.045], [-1.905, -6.059, -5.652], [-1.748, -5.035, -6.461], [-2.241, -3.737, -5.919], [-1.322, -5.131, -7.634], [-0.520, -7.663, -5.885], [-1.641, -7.578, -7.122], [-2.226, -8.143, -5.554], [-2.155, -5.924, -4.682], [-1.521, -2.919, -5.963], [-2.545, -3.867, -4.880], [-3.151, -3.460, -6.451], [-3.782, -4.034, -0.606], [-2.714, -4.931, -0.176], [-2.191, -5.864, -0.993], [-1.164, -6.841, -0.390], [-2.495, -5.989, -2.170], [-4.728, -4.382, -0.193], [-3.904, -4.028, -1.689], [-3.564, -3.035, -0.227], [-2.447, -4.901, 0.798], [-0.491, -6.412, 0.353], [-0.543, -7.365, -1.116], [-1.800, -7.517, 0.181], [1.819, 0.151, -1.535], [1.010, -0.906, -0.846], [1.348, -2.192, -0.753], [0.471, -3.096, 0.074], [2.410, -2.607, -1.246], [1.329, 0.653, -2.369], [2.753, -0.290, -1.884], [1.988, 1.007, -0.883], [0.273, -0.547, -0.257], [-0.503, -2.636, 0.241], [0.997, -3.206, 1.022], [0.329, -4.094, -0.341], [6.671, 2.335, 3.287], [5.238, 2.167, 2.986], [4.478, 3.098, 2.527], [3.036, 2.716, 2.331], [4.854, 4.261, 2.309], [6.827, 3.320, 3.728], [7.203, 2.221, 2.343], [7.036, 1.617, 4.022], [4.721, 1.306, 3.088], [2.715, 1.841, 2.896], [2.904, 2.536, 1.264], [2.375, 3.528, 2.636], [-1.949, -2.307, 3.155], [-3.036, -3.045, 3.723], [-3.251, -4.299, 3.524], [-4.284, -4.925, 4.354], [-2.569, -4.997, 2.778], [-1.696, -1.384, 3.675], [-2.208, -1.983, 2.147], [-1.033, -2.878, 3.006], [-3.738, -2.522, 4.227], [-4.271, -6.002, 4.185], [-5.254, -4.479, 4.136], [-3.929, -4.723, 5.365], [-2.593, 3.614, -4.062], [-1.728, 2.605, -4.547], [-2.126, 1.624, -5.332], [-1.125, 0.534, -5.774], [-3.305, 1.609, -5.747], [-3.119, 3.191, -3.206], [-3.364, 3.900, -4.778], [-2.084, 4.529, -3.759], [-0.730, 2.746, -4.488], [-0.667, 0.696, -6.749], [-1.606, -0.438, -5.664], [-0.312, 0.566, -5.048], [1.015, 0.561, 5.024], [-0.251, 0.009, 4.804], [-1.155, 0.138, 5.923], [-1.844, 1.543, 5.886], [-2.456, 1.983, 4.662], [-3.659, 1.287, 4.247], [1.620, 0.195, 4.194], [1.418, 0.324, 6.009], [0.990, 1.646, 4.923], [-0.624, 0.031, 6.869], [-1.860, -0.692, 5.881], [-1.080, 2.260, 6.187], [-2.552, 1.563, 6.715], [-3.429, 0.223, 4.204], [-3.935, 1.709, 3.281], [-4.505, 1.494, 4.904], [-0.442, 1.296, 1.704], [-0.715, 0.722, 0.374], [-1.972, 1.156, -0.120], [-2.255, 0.387, -1.431], [-2.276, -1.000, -1.311], [-1.889, -1.655, -2.499], [0.592, 0.994, 1.872], [-1.049, 0.803, 2.463], [-0.647, 2.365, 1.762], [-2.022, 2.233, -0.281], [-2.729, 0.802, 0.580], [-1.654, 0.808, -2.237], [-3.188, 0.776, -1.838], [-0.863, -1.489, -2.827], [-2.556, -1.409, -3.326], [-1.916, -2.732, -2.332], [2.066, -2.097, -4.298], [2.489, -2.639, -5.572], [1.440, -3.388, -6.257], [2.039, -4.195, -7.453], [2.869, -5.248, -6.912], [3.775, -5.808, -7.810], [2.908, -1.623, -3.795], [1.531, -2.743, -3.602], [1.444, -1.212, -4.431], [0.732, -2.618, -6.563], [0.844, -3.980, -5.563], [2.599, -3.498, -8.077], [1.336, -4.734, -8.088], [3.250, -6.307, -8.624], [4.313, -6.628, -7.335], [4.567, -5.173, -8.206], [2.919, -1.347, 2.198], [4.014, -0.701, 2.930], [4.847, -1.572, 3.717], [4.106, -2.155, 4.924], [3.539, -1.157, 5.784], [4.515, -0.169, 6.173], [2.466, -0.588, 1.561], [2.157, -1.766, 2.856], [3.296, -2.101, 1.508], [5.759, -1.036, 3.981], [5.143, -2.447, 3.139], [4.697, -2.815, 5.559], [3.288, -2.765, 4.540], [5.387, -0.619, 6.647], [4.023, 0.596, 6.774], [4.813, 0.446, 5.324], [0.082, 4.052, -1.132], [0.460, 5.239, -0.416], [1.851, 5.295, -0.112], [2.276, 6.502, 0.676], [1.750, 6.550, 2.019], [2.147, 7.619, 2.826], [0.669, 4.038, -2.050], [-0.943, 4.049, -1.502], [0.339, 3.178, -0.533], [2.448, 5.146, -1.012], [2.171, 4.487, 0.546], [1.865, 7.333, 0.101], [3.361, 6.602, 0.681], [3.219, 7.538, 3.006], [1.603, 7.535, 3.767], [1.980, 8.619, 2.427], [-3.502, 5.783, -0.642], [-3.424, 5.421, 0.685], [-2.227, 5.648, 1.438], [-1.535, 7.011, 1.278], [-2.276, 8.157, 1.626], [-2.626, 8.299, 3.014], [-4.532, 5.526, -0.891], [-2.820, 5.284, -1.330], [-3.422, 6.859, -0.797], [-1.605, 4.827, 1.081], [-2.420, 5.491, 2.499], [-1.108, 7.096, 0.279], [-0.603, 6.874, 1.826], [-3.475, 7.647, 3.215], [-3.127, 9.259, 3.141], [-1.797, 8.217, 3.717]],
  "atomic_forces_ev_per_a": [[0.3, -0.2, -0.5], [0.1, -2.1, 0.8], [0.6, 0.9, -2.8], [-0.5, 0.5, 0.8], [-0.4, 0.0, 1.7], [0.1, 0.0, 0.6], [-0.5, 0.5, 0.0], [0.1, 0.2, 0.1], [0.0, 0.1, 0.0], [0.0, -0.2, -0.3], [0.1, 0.1, 0.2], [0.2, 0.1, -0.2], [0.0, -0.3, 0.4], [0.0, 0.1, -0.5], [1.3, -0.5, -0.2], [-0.5, 0.5, 0.7], [-0.4, 0.2, -0.5], [-0.2, 0.1, 0.1], [0.4, 0.0, 0.1], [-0.1, 0.1, -0.2], [0.0, -0.1, 0.1], [-0.1, 0.4, 0.0], [-0.5, 0.1, -0.2], [0.2, -0.5, -0.1], [-0.3, -0.7, 0.6], [0.1, 1.8, -0.6], [2.3, -0.9, -0.8], [-0.3, 0.5, 0.2], [-0.9, -0.1, 0.3], [-0.5, -0.7, -0.3], [-0.1, 0.1, 0.2], [0.3, -0.3, 0.5], [-0.3, 0.0, -0.2], [-0.1, -0.1, 0.1], [-0.1, -0.1, 0.2], [0.2, 0.2, -0.2], [-0.8, 0.0, -0.3], [1.6, -2.5, 1.5], [-1.3, 3.9, -0.6], [-0.5, -0.1, -0.1], [-0.2, -0.7, -0.1], [0.0, 0.1, -0.4], [0.4, 0.2, 0.2], [-0.3, -0.3, -0.2], [0.8, -0.6, 0.2], [0.2, -0.2, -0.1], [-0.2, -0.1, 0.0], [0.2, 0.2, -0.2], [0.5, 0.8, -1.5], [0.2, 3.4, 1.0], [0.5, -3.2, -1.1], [-0.4, -0.4, 0.6], [0.5, 0.1, -0.5], [-0.2, -0.3, 0.4], [-0.1, 0.1, -0.3], [-0.2, -0.3, 0.5], [0.2, -0.1, 0.1], [-0.2, 0.2, -0.1], [-0.1, -0.2, 0.4], [-0.7, -0.1, 0.3], [-1.3, 0.6, 0.6], [2.6, 0.5, 0.4], [-2.8, -1.4, -2.9], [0.1, 0.9, 1.4], [1.6, -0.4, 0.8], [-0.2, 0.3, 0.3], [0.1, -0.2, -0.2], [0.3, -0.3, 0.0], [-0.1, 0.0, 0.3], [-0.5, 0.0, -0.1], [0.0, 0.1, -0.4], [0.3, -0.2, 0.0], [0.1, 0.6, -0.6], [-1.2, -0.7, 1.0], [0.0, 1.0, -1.5], [-0.1, -0.7, 0.2], [0.1, -0.5, 0.4], [1.1, 0.7, 0.5], [0.4, -0.1, 0.4], [0.2, -0.3, -0.1], [-0.1, 0.4, 0.1], [0.1, 0.1, 0.1], [-0.1, 0.0, -0.3], [0.0, 0.3, -0.6], [-0.4, 0.0, 0.1], [-0.4, -0.1, -0.2], [0.3, -0.3, -0.1], [0.1, -0.1, 0.4], [-0.1, -1.4, -1.0], [-0.2, 1.7, 1.3], [-0.2, -2.2, -0.7], [-0.4, 2.1, -0.3], [0.7, 0.1, 0.2], [0.0, -0.8, -0.3], [0.1, 0.6, 0.2], [-0.2, 0.0, 0.0], [0.3, 0.1, -0.3], [0.0, 0.1, 0.0], [-0.3, 0.4, 0.3], [1.2, -0.6, 0.0], [-0.9, -0.2, 0.4], [0.2, 0.7, 0.3], [-0.2, 0.0, -0.1], [-0.4, 0.0, 0.2], [0.3, 0.8, -0.9], [-0.7, -0.8, 0.9], [0.5, 0.7, -0.1], [0.3, -0.4, 1.2], [0.2, 1.1, 0.5], [0.1, -1.0, -0.3], [0.4, -0.8, -0.1], [0.3, -0.6, -0.3], [-0.7, 0.1, -0.5], [-0.2, -0.1, -0.8], [0.5, -0.6, 0.2], [0.4, 0.0, 0.0], [-0.7, 0.6, 0.1], [-0.1, 0.2, -0.5], [-0.1, 0.1, 0.5], [-0.3, 0.6, 0.0], [1.0, 0.5, 0.2], [-0.4, -0.6, -0.1], [-0.8, -0.7, -0.1], [-0.4, 0.9, 0.3], [0.7, 0.5, -0.1], [-1.0, 0.1, -0.7], [0.1, 0.2, 0.2], [0.1, 0.0, 0.2], [0.2, -0.2, 0.2], [-0.2, 0.2, -0.1], [0.2, 0.0, -0.4], [0.6, -0.1, -0.3], [-0.2, 0.1, 0.2], [0.0, 0.1, 0.2], [-0.1, -0.6, 0.6], [0.4, -0.3, -0.4], [1.4, 0.8, -0.1], [-0.4, 0.1, 0.0], [0.2, -1.4, 1.0], [-0.9, 1.5, -0.1], [-0.5, -1.1, -1.3], [0.7, 0.0, 0.1], [0.4, -0.3, -0.2], [-0.2, 0.3, 0.8], [-0.3, -0.3, 0.0], [0.1, 0.5, -0.3], [-0.5, -0.7, -0.1], [0.1, 0.7, 0.2], [0.1, -0.3, 0.1], [0.2, 0.1, 0.3], [0.1, -0.1, 0.0], [-0.3, 0.0, -0.4], [-0.8, 0.6, -0.4], [-0.4, 0.0, 1.8], [-0.2, 0.1, -1.1], [0.5, -1.2, -0.1], [0.2, 0.3, 0.5], [-1.0, 0.0, -1.1], [0.1, -0.1, -0.5], [0.3, -0.3, 0.1], [0.3, 0.2, 0.0], [1.0, 0.3, 0.4], [-0.5, -0.2, -0.1], [-0.7, 0.5, -0.3], [0.1, 0.3, 0.7], [0.4, -0.7, 0.5], [0.6, 0.4, -0.3], [0.1, -0.3, -0.1]],
  "lowdin_charge": [-0.06, 0.03, -0.57, 0.00, 0.00, 0.08, 0.08, 0.08, 0.11, 0.06, 0.07, 0.10, -0.06, 0.03, -0.55, 0.00, 0.01, 0.08, 0.08, 0.07, 0.08, 0.07, 0.08, 0.08, -0.03, 0.05, -0.57, 0.02, 0.00, 0.07, 0.08, 0.06, 0.07, 0.06, 0.08, 0.08, -0.03, 0.03, -0.59, 0.00, 0.01, 0.09, 0.09, 0.07, 0.09, 0.05, 0.08, 0.09, -0.05, 0.03, -0.61, 0.00, 0.02, 0.05, 0.08, 0.09, 0.15, 0.09, 0.09, 0.09, -0.09, -0.01, -0.53, 0.02, 0.01, 0.08, 0.09, 0.08, 0.14, 0.09, 0.07, 0.05, -0.10, -0.22, -0.16, -0.18, -0.19, -0.07, 0.07, 0.09, 0.09, 0.12, 0.10, 0.12, 0.12, 0.06, 0.09, 0.09, -0.02, -0.25, -0.16, -0.22, -0.16, -0.10, 0.07, 0.07, 0.09, 0.11, 0.12, 0.11, 0.13, 0.08, 0.09, 0.08, -0.10, -0.18, -0.16, -0.15, -0.19, -0.15, 0.08, 0.08, 0.06, 0.10, 0.11, 0.12, 0.11, 0.08, 0.08, 0.08, -0.05, -0.22, -0.19, -0.18, -0.20, -0.08, 0.07, 0.08, 0.09, 0.11, 0.12, 0.13, 0.12, 0.10, 0.09, 0.06, -0.08, -0.19, -0.19, -0.17, -0.21, -0.12, 0.08, 0.06, 0.08, 0.13, 0.09, 0.13, 0.13, 0.09, 0.09, 0.09, -0.13, -0.19, -0.16, -0.22, -0.17, -0.09, 0.09, 0.06, 0.09, 0.10, 0.12, 0.11, 0.10, 0.08, 0.08, 0.09]
}

---

Calculated total energy, -37902.15255; -90997.28076 eV (same order as the records).